--- i ---
Molecular formula: H30O15
Method: DFT, ωB97M-V with the def2-TZVPD basis set

Computed properties:
* E_HOMO: -10.52 eV
* E_LUMO: -0.30 eV

Positions of all 45 atoms, in Å:
O: 14.804 -7.885 -13.551
H: 15.190 -8.042 -12.689
H: 15.385 -7.245 -13.961
O: 11.436 -7.518 -12.869
H: 11.150 -6.870 -13.513
H: 11.533 -7.022 -12.056
O: 12.820 -9.529 -14.284
H: 11.985 -9.220 -13.933
H: 13.458 -8.877 -13.994
O: 10.637 -2.490 -14.130
H: 9.978 -3.068 -14.514
H: 10.140 -1.738 -13.809
O: 14.088 -9.702 -9.480
H: 13.602 -9.929 -10.273
H: 13.413 -9.460 -8.846
O: 13.272 -11.352 -12.492
H: 13.030 -10.930 -13.316
H: 13.132 -12.286 -12.649
O: 11.543 -8.140 -8.511
H: 11.793 -7.890 -7.622
H: 10.717 -8.613 -8.404
O: 14.890 -7.040 -10.374
H: 14.368 -7.742 -9.984
H: 14.263 -6.536 -10.894
O: 13.433 -2.603 -10.503
H: 14.375 -2.753 -10.582
H: 13.078 -2.848 -11.358
O: 12.280 -6.599 -16.612
H: 12.215 -6.428 -17.551
H: 12.674 -7.470 -16.553
O: 12.401 -6.000 -10.767
H: 12.104 -6.239 -9.889
H: 11.800 -5.309 -11.044
O: 11.065 -3.886 -11.772
H: 11.111 -3.520 -12.655
H: 10.191 -3.650 -11.460
O: 15.464 -7.749 -16.759
H: 15.721 -7.070 -16.135
H: 14.901 -8.337 -16.256
O: 13.537 -4.641 -14.954
H: 13.295 -5.486 -14.574
H: 12.914 -4.513 -15.670
O: 12.280 -11.188 -16.385
H: 12.367 -10.520 -15.705
H: 13.181 -11.414 -16.617

In elementary charge units, the Mulliken charges are: O -0.5673; H 0.2630; H 0.2284; O -0.5449; H 0.2634; H 0.3529; O -0.9118; H 0.3617; H 0.3429; O -0.6897; H 0.3404; H 0.3053; O -0.6763; H 0.3310; H 0.3206; O -0.6061; H 0.5051; H 0.2984; O -0.5970; H 0.3161; H 0.2798; O -0.6685; H 0.3307; H 0.3323; O -0.6085; H 0.3099; H 0.2809; O -0.5551; H 0.2758; H 0.2964; O -0.6496; H 0.3059; H 0.3622; O -0.6083; H 0.3651; H 0.2271; O -0.6037; H 0.3050; H 0.3055; O -0.6064; H 0.2814; H 0.3040; O -0.6242; H 0.4326; H 0.2934


--- ii ---
Molecular formula: H30O15
Method: DFT, ωB97M-V with the def2-TZVPD basis set

Computed properties:
* E_HOMO: -10.16 eV
* E_LUMO: -0.21 eV

Positions of all 45 atoms, in Å:
O: -1.561 0.783 -1.710
H: -1.389 0.483 -0.781
H: -2.262 1.517 -1.382
O: -0.452 -2.801 2.934
H: -0.923 -2.494 3.793
H: 0.373 -2.743 3.154
O: 0.410 2.644 -1.115
H: -0.481 2.173 -0.860
H: 0.304 2.606 -2.100
O: 4.252 -0.361 0.449
H: 4.556 -0.575 -0.466
H: 3.278 -0.210 -0.016
O: 1.569 0.014 1.918
H: 2.058 0.872 1.830
H: 2.075 -0.659 2.610
O: 3.388 0.043 -2.270
H: 2.776 0.103 -1.501
H: 2.985 0.125 -3.090
O: -0.174 4.695 1.644
H: 0.197 3.812 1.323
H: -1.041 4.832 1.163
O: -0.365 -0.916 0.222
H: -0.250 -1.499 -0.573
H: 0.399 -0.872 0.856
O: -1.011 -2.370 -2.083
H: -1.180 -2.687 -2.894
H: -1.613 -1.630 -1.928
O: -3.025 0.390 0.498
H: -3.708 0.148 -0.206
H: -2.358 -0.160 0.330
O: 2.226 -1.945 -1.132
H: 2.930 -2.735 -0.927
H: 1.518 -2.049 -0.364
O: 3.338 2.275 0.748
H: 4.150 1.701 0.914
H: 3.926 2.907 0.776
O: -2.186 2.537 1.457
H: -1.723 2.114 2.036
H: -3.043 2.193 1.359
O: -3.681 -1.391 -1.545
H: -3.565 -1.954 -0.792
H: -3.076 -1.754 -2.141
O: -2.764 -3.237 -0.045
H: -2.123 -2.639 -0.550
H: -2.504 -3.801 0.672

In elementary charge units, the Mulliken charges are: O -0.7483; H 0.1871; H 0.4250; O -0.5571; H 0.3219; H 0.2438; O -0.6134; H 0.3594; H 0.2724; O -0.6783; H 0.4286; H 0.2646; O -0.6138; H 0.2716; H 0.2911; O -0.5957; H 0.2711; H 0.2742; O -0.6268; H 0.2979; H 0.3139; O -0.4108; H 0.5193; H 0.2662; O -0.7071; H 0.3570; H 0.0316; O -0.5332; H 0.3510; H 0.2800; O -0.5607; H 0.3231; H 0.2652; O -0.5105; H 0.2943; H 0.2115; O -0.5121; H 0.2357; H 0.2680; O -0.6507; H 0.4911; H 0.3252; O -0.7548; H 0.3348; H 0.2968


Quick one: least stable of them? ii


--- i ---
Molecular formula: C5H12N2O
Method: DFT, ωB97M-V with the def2-TZVPD basis set

Computed properties:
* structure (SMILES): C/N=C\N.C=CCO
* E_HOMO: -8.71 eV
* E_LUMO: 0.72 eV

Positions of all 20 atoms, in Å:
C: 3.099 0.803 -0.867
N: 2.472 0.257 0.310
C: 1.453 -0.485 0.210
N: 0.825 -0.938 -0.912
H: 2.388 1.313 -1.534
H: 3.609 0.022 -1.444
H: 3.843 1.528 -0.532
H: 1.036 -0.864 1.138
H: -0.109 -1.302 -0.839
H: 1.071 -0.510 -1.792
C: -1.500 1.366 0.358
C: -1.840 0.454 1.248
C: -2.198 -0.972 0.941
O: -2.139 -1.320 -0.423
H: -1.249 2.370 0.647
H: -1.440 1.150 -0.697
H: -1.882 0.696 2.301
H: -1.496 -1.641 1.448
H: -3.204 -1.187 1.348
H: -2.738 -0.740 -0.909

In elementary charge units, the Mulliken charges are: C -0.8630; N -0.5410; C 0.1746; N -0.4294; H 0.2730; H 0.3150; H 0.2668; H 0.3415; H 0.2816; H 0.1984; C -0.7419; C 0.0626; C -0.4927; O -0.5566; H 0.2591; H 0.1815; H 0.3240; H 0.2707; H 0.3584; H 0.3174


--- ii ---
Molecular formula: C5H12N2O
Method: DFT, ωB97M-V with the def2-TZVPD basis set

Computed properties:
* E_HOMO: -8.02 eV
* E_LUMO: -4.29 eV

Positions of all 20 atoms, in Å:
C: 1.127 1.473 1.034
O: 1.858 1.054 -0.019
C: 0.704 0.224 1.895
C: -0.031 -0.759 0.820
C: -1.385 -0.285 0.182
N: 0.843 0.477 -2.624
C: 0.066 -0.549 -2.559
N: -1.830 -1.505 -0.453
H: 0.239 2.073 0.861
H: 1.673 2.114 1.858
H: -2.797 -1.450 -0.721
H: 1.611 -0.353 2.273
H: 0.166 0.737 2.824
H: 0.595 -0.742 -0.152
H: -0.197 -1.860 1.078
H: -1.178 0.555 -0.550
H: -2.120 0.105 1.020
H: 1.285 0.696 -1.661
H: -0.018 -1.213 -1.726
H: -0.612 -0.793 -3.378

In elementary charge units, the Mulliken charges are: C -0.4772; O -0.7022; C -0.5250; C -0.4460; C -0.3300; N -0.5772; C -0.2688; N -0.4364; H 0.3390; H 0.3393; H 0.2316; H 0.2729; H 0.3088; H 0.0215; H 0.3764; H 0.3246; H 0.3864; H 0.5056; H 0.3633; H 0.2936


Quick one: least stable of them? ii


--- i ---
Molecular formula: C5H12N2O
Method: DFT, ωB97M-V with the def2-TZVPD basis set

Computed properties:
* E_HOMO: -7.87 eV
* E_LUMO: 0.43 eV

Positions of all 20 atoms, in Å:
C: 1.082 -0.492 0.381
C: -1.021 -1.963 0.131
C: 2.069 0.483 -0.240
N: 0.140 -1.066 -1.756
C: -1.356 1.016 -0.217
C: -0.151 -0.918 -0.514
N: -1.794 1.413 0.988
O: -0.693 1.939 -0.885
H: -0.601 2.784 -0.394
H: 0.695 -0.315 -2.165
H: -1.336 2.176 1.506
H: -2.426 0.833 1.512
H: 0.598 -0.038 1.255
H: 1.601 -1.396 0.708
H: -1.766 -1.477 0.767
H: -1.555 -2.517 -0.638
H: -0.435 -2.653 0.743
H: 1.546 1.266 -0.788
H: 2.667 0.957 0.542
H: 2.735 -0.031 -0.933

In elementary charge units, the Mulliken charges are: C -0.3660; C -1.3631; C -1.3160; N -0.9048; C -0.0851; C 1.0033; N -0.2747; O -0.2816; H 0.2240; H 0.2512; H 0.1949; H 0.2543; H 0.2822; H 0.4393; H 0.2123; H 0.4109; H 0.3128; H 0.2993; H 0.3549; H 0.3519


--- ii ---
Molecular formula: C5H12N2O
Method: DFT, ωB97M-V with the def2-TZVPD basis set

Computed properties:
* structure (SMILES): CC(C)CNC(N)=O
* E_HOMO: -9.68 eV
* E_LUMO: 0.80 eV

Positions of all 20 atoms, in Å:
C: -0.717 0.599 2.158
C: -0.945 0.996 0.713
C: -2.250 1.779 0.552
C: -0.950 -0.249 -0.208
N: 0.243 -1.044 -0.093
C: 1.288 -0.730 -0.941
N: 2.266 -1.685 -1.101
O: 1.379 0.351 -1.487
H: -1.536 -0.039 2.502
H: -0.630 1.448 2.839
H: 0.192 0.007 2.256
H: -0.133 1.610 0.326
H: -3.103 1.154 0.814
H: -2.386 2.044 -0.501
H: -2.259 2.701 1.130
H: -1.834 -0.852 0.022
H: -1.115 0.140 -1.216
H: 0.123 -2.021 0.100
H: 2.362 -2.419 -0.431
H: 3.110 -1.363 -1.525

In elementary charge units, the Mulliken charges are: C -1.4262; C 0.7994; C -1.5354; C -1.0657; N -0.1816; C 0.4988; N -0.4423; O -0.6091; H 0.3146; H 0.3897; H 0.3725; H 0.2075; H 0.3510; H 0.3844; H 0.3848; H 0.5307; H 0.3336; H 0.2434; H 0.1947; H 0.2551


Quick one: least stable of them? i


--- i ---
Molecular formula: C5H12N2O
Method: DFT, ωB97M-V with the def2-TZVPD basis set

Computed properties:
* E_HOMO: -8.81 eV
* E_LUMO: 0.12 eV

Positions of all 20 atoms, in Å:
C: -0.413 0.385 0.243
C: -1.156 -0.687 -0.447
C: 1.105 0.210 0.494
C: -1.448 -0.489 0.994
C: 1.832 0.039 -0.840
N: -0.727 1.776 0.035
N: 1.483 -0.865 1.389
O: -1.043 -1.746 -1.104
H: -1.646 -0.437 -2.153
H: -1.819 0.393 -2.048
H: 1.444 1.140 0.968
H: -1.525 2.097 0.571
H: -0.938 1.994 -0.933
H: 1.096 -0.732 2.315
H: 1.204 -1.766 1.017
H: -2.376 -0.026 1.304
H: -1.095 -1.240 1.688
H: 1.542 0.819 -1.541
H: 2.907 0.060 -0.672
H: 1.575 -0.923 -1.281

In elementary charge units, the Mulliken charges are: C 0.7212; C 0.3897; C -0.0270; C -1.0829; C -1.3986; N -0.5786; N -0.6933; O -0.5688; H 0.0997; H -0.0569; H 0.4296; H 0.2880; H 0.3049; H 0.2874; H 0.2800; H 0.2877; H 0.2688; H 0.3657; H 0.3688; H 0.3147


--- ii ---
Molecular formula: C5H12N2O
Method: DFT, ωB97M-V with the def2-TZVPD basis set

Computed properties:
* structure (SMILES): CCNCCNC=O
* E_HOMO: -8.55 eV
* E_LUMO: 0.87 eV

Positions of all 20 atoms, in Å:
C: 0.981 -1.787 0.956
C: 1.375 -0.524 1.678
N: 1.073 0.809 0.960
C: -0.229 1.030 0.367
C: -0.072 0.813 -1.263
N: -1.320 0.959 -1.975
C: -2.180 -0.004 -1.820
O: -3.320 -0.078 -2.239
H: -0.022 -1.734 0.560
H: 0.843 -2.639 1.815
H: 1.735 -2.072 0.152
H: 2.592 -0.408 1.961
H: 0.985 -0.500 2.735
H: 1.454 1.643 1.383
H: -0.903 0.366 0.875
H: -0.583 1.981 0.454
H: 0.293 -0.252 -1.262
H: 0.578 1.460 -1.666
H: -1.489 1.909 -2.292
H: -1.791 -0.973 -1.381

In elementary charge units, the Mulliken charges are: C -0.7902; C -0.3905; N -0.2572; C -0.8317; C -0.7448; N -0.0720; C 0.1184; O -0.5743; H 0.2221; H 0.2902; H 0.2243; H 0.2545; H 0.2872; H 0.2073; H 0.3279; H 0.5580; H 0.2794; H 0.4485; H 0.2345; H 0.2086


Quick one: least stable of them? i